{
  "formula": "C25H41As3NO2P2S4Tc",
  "method": "ωB97M-V with the def2-TZVPD basis set",
  "elements": ["Tc", "As", "As", "As", "S", "S", "S", "S", "P", "P", "O", "O", "N", "C", "C", "C", "C", "C", "C", "C", "C", "C", "C", "C", "C", "C", "C", "C", "C", "C", "C", "C", "C", "C", "C", "C", "C", "C", "H", "H", "H", "H", "H", "H", "H", "H", "H", "H", "H", "H", "H", "H", "H", "H", "H", "H", "H", "H", "H", "H", "H", "H", "H", "H", "H", "H", "H", "H", "H", "H", "H", "H", "H", "H", "H", "H", "H", "H", "H"],
  "coordinates": [[0.08723, -0.94068, -0.14438], [-3.33605, 2.57161, -0.42364], [0.42649, 1.56404, 0.12216], [-4.14724, -1.54650, -3.14286], [-2.58078, 1.46708, -2.23315], [-2.15049, -1.11606, -0.15650], [-2.57477, -2.25634, -1.87336], [-4.32447, 0.65520, -2.96540], [0.03953, -1.09643, 2.30937], [1.10086, -3.13191, 0.21300], [2.03868, -0.49433, -1.36407], [0.12505, -0.94918, -2.30584], [3.46470, -0.32714, -3.68390], [2.19234, 1.96221, 0.83281], [-0.76052, 2.59272, 1.29354], [-2.09567, 2.93999, 1.04930], [0.70791, -5.11506, 2.15003], [-0.10564, -4.63779, 4.36404], [2.63135, 1.52549, -4.87711], [-2.82336, 3.68504, 1.98025], [1.31118, -0.34680, 3.38077], [-4.80158, 1.58438, 0.35659], [-1.51184, -0.49227, 3.05379], [-0.20174, 3.02972, 2.49556], [0.35641, -5.54607, 3.41942], [2.90891, -3.27660, 0.18215], [0.55020, 2.79057, -1.40127], [1.43298, 0.58712, -4.64707], [-4.04603, 4.21719, -1.14187], [-2.24350, 4.09413, 3.16933], [0.59132, -3.76519, 1.82456], [3.82539, 0.58908, -4.82291], [-0.22189, -3.29342, 4.04443], [-0.92324, 3.76574, 3.42333], [0.12229, -2.85186, 2.76927], [1.34879, -0.67449, -2.40423], [1.98644, -0.57975, -3.78610], [0.48549, -4.34586, -0.99907], [3.89082, -0.01414, -5.72776], [3.34276, -2.57840, 0.89763], [0.72858, 3.77840, -0.97818], [0.60131, 1.08600, -4.15318], [1.22402, -0.79229, 4.37200], [3.18521, -4.29141, 0.47012], [-5.27455, 0.94928, -0.38900], [2.31500, -0.54240, 3.00435], [-1.69301, 0.53932, 2.74917], [-2.34313, -1.11852, 2.72831], [-0.33289, 2.82689, -2.03375], [0.56199, -3.97617, -2.02168], [1.82676, -1.53332, -4.28793], [3.64625, 0.11322, -2.77667], [-0.55464, -4.58233, -0.77564], [-0.45244, 4.08994, 4.34218], [-4.44290, 0.98333, 1.18864], [-3.85503, 3.95989, 1.78629], [2.57382, 2.04348, -5.83122], [-2.81823, 4.67123, 3.88120], [-3.31041, 4.71565, -1.77021], [1.07194, -5.83663, 1.42875], [3.30028, -3.06507, -0.81227], [-1.44671, -0.52617, 4.14120], [-5.53596, 2.30871, 0.70994], [2.36217, 1.53558, 1.81697], [-0.37571, -4.98201, 5.35357], [0.83588, 2.80867, 2.70725], [4.78255, 1.07342, -4.64574], [2.92268, 1.52803, 0.15127], [-4.92542, 3.96337, -1.73545], [-4.34420, 4.88912, -0.33725], [1.41194, 2.51729, -2.00655], [2.34338, 3.04015, 0.87193], [1.14948, 0.72728, 3.47387], [0.44666, -6.59337, 3.67506], [1.07585, -5.25935, -0.91718], [4.02399, -1.18111, -3.70888], [1.06913, 0.20147, -5.59710], [2.71298, 2.28499, -4.09774], [-0.58487, -2.59961, 4.79275]],
  "forces_ev_per_angstrom": [[-0.4, -0.2, -0.3], [-0.3, 0.2, 0.4], [0.1, 0.5, 0.3], [0.4, 0.2, 0.4], [0.1, 0.0, 0.0], [0.5, 0.2, 0.5], [-0.3, 0.0, -0.4], [0.0, -0.2, 0.0], [-0.2, -0.1, -0.2], [0.0, -0.3, 0.3], [0.0, 0.1, 0.2], [0.1, 0.0, -0.3], [0.1, -0.1, 0.1], [0.1, -0.1, 0.0], [0.0, -0.1, -0.1], [-0.2, -0.1, -0.3], [0.0, 0.0, 0.0], [0.0, 0.0, 0.0], [0.0, -0.1, 0.1], [0.0, -0.1, -0.1], [-0.1, 0.0, -0.2], [0.0, -0.1, 0.0], [0.1, 0.0, -0.1], [0.1, -0.1, -0.1], [0.0, 0.0, 0.0], [-0.1, 0.2, -0.1], [-0.1, -0.2, 0.0], [0.1, 0.1, -0.1], [0.0, 0.0, 0.0], [0.0, 0.0, 0.1], [0.0, 0.1, -0.1], [0.0, 0.4, -0.4], [0.0, 0.0, 0.0], [-0.1, 0.1, 0.1], [0.0, 0.1, -0.1], [0.4, -0.1, -0.1], [-0.5, 0.0, 0.1], [0.0, 0.2, 0.0], [0.0, -0.1, 0.1], [0.0, 0.0, 0.0], [0.0, 0.0, 0.0], [0.0, 0.0, 0.0], [0.0, 0.0, 0.0], [0.0, 0.0, 0.0], [0.0, 0.0, 0.0], [0.0, 0.0, 0.0], [0.0, 0.0, 0.0], [0.0, 0.0, 0.0], [0.0, 0.0, 0.0], [0.0, 0.0, 0.0], [0.1, 0.0, 0.0], [0.1, 0.0, 0.0], [0.0, 0.0, 0.0], [0.0, 0.0, 0.0], [0.1, 0.0, 0.0], [0.0, 0.0, 0.1], [0.0, 0.0, 0.0], [0.0, 0.0, 0.0], [0.1, -0.1, 0.0], [0.0, 0.0, 0.0], [0.0, 0.0, 0.0], [0.0, 0.0, 0.0], [0.0, 0.0, 0.0], [-0.1, 0.0, 0.0], [0.0, 0.0, 0.0], [-0.1, 0.1, 0.1], [0.0, -0.1, 0.1], [-0.1, 0.0, 0.0], [0.0, 0.0, 0.0], [0.0, -0.1, 0.1], [0.0, -0.1, 0.0], [-0.1, 0.0, 0.0], [0.0, 0.0, 0.0], [0.0, 0.0, 0.0], [0.0, 0.0, 0.0], [-0.1, -0.1, 0.0], [0.0, 0.0, 0.0], [0.0, 0.0, 0.0], [0.0, 0.0, 0.0]],
  "multiplicity": 1,
  "e_lumo_ev": [-13.00, -12.99],
  "total_charge": 4,
  "homo_lumo_gap_ev": [5.73, 5.74],
  "homo_energy_ev": [-18.729, -18.732]
}